This record from the OMol25 dataset describes a cluster of 7 separate species, C39H54F3N10O in total at a distorted geometry. The level of theory is ωB97M-V/def2-TZVPD.

Structure (XYZ):
```
107
Properties=species:S:1:pos:R:3
C -0.3928 5.1909 0.7379
C 0.1264 3.9672 -0.1421
C -0.5252 3.4670 -1.4991
N 1.2019 3.2849 0.3238
N 0.8195 2.1908 1.0638
C 0.7611 2.2744 2.4744
C 0.4079 1.1906 3.5023
N 0.3576 1.3648 4.9518
C 0.0498 -0.1736 2.7949
C -0.3900 -1.4646 3.6034
C -1.9931 -1.3245 3.8656
O -2.4920 -0.2150 3.0422
C -3.5097 0.4984 3.8063
C -4.2829 1.5833 2.9228
F -3.5004 1.8861 1.7634
F -4.5034 2.7818 3.6568
F -5.5083 1.0799 2.4048
C 0.1536 -0.0234 1.2648
C -0.2470 -1.3599 0.4364
C 0.4462 -1.4376 -1.0095
C 1.0308 -2.9566 -1.1557
C -0.7004 -1.2901 -2.1215
N 0.5052 1.0570 0.4488
H -1.3062 4.8022 1.3198
H -0.6506 6.0506 0.0315
H 0.4054 5.5333 1.4932
H 0.2547 3.3594 -2.3403
H -1.3530 4.1910 -1.7894
H -0.9572 2.4048 -1.3563
H 1.0166 3.3056 2.9128
H 0.4348 2.3511 5.2236
H 1.0388 0.7619 5.4295
H 0.1010 -1.4242 4.6321
H -0.2381 -2.4496 3.0612
H -2.5717 -2.2546 3.5501
H -2.2112 -1.0119 4.9541
H -4.2041 -0.2934 4.2636
H -3.0273 1.0476 4.6990
H -1.3781 -1.2986 0.3027
H 0.0799 -2.2891 1.0198
H 1.3448 -0.7568 -1.1517
H 2.1146 -2.9438 -0.7588
H 1.0988 -3.2046 -2.2633
H 0.3635 -3.6811 -0.5855
H -0.3311 -0.9869 -3.1552
H -1.5583 -0.6262 -1.7391
H -1.1711 -2.3384 -2.2393
N 1.9704 -2.1089 -5.7598
C 1.7967 -0.7620 -5.5825
C 1.0925 -0.2799 -6.6588
C 0.8260 -1.3775 -7.5151
C 1.3768 -2.4933 -6.9337
H 2.4577 -2.7215 -5.1262
H 2.1898 -0.2642 -4.7090
H 0.8005 0.7482 -6.8125
H 0.2902 -1.3539 -8.4522
H 1.3992 -3.5243 -7.2530
N -2.3429 -6.4661 -0.8767
C -1.6146 -5.8844 -1.8819
C -0.4397 -6.5829 -2.0119
C -0.4613 -7.6277 -1.0546
C -1.6483 -7.5328 -0.3709
H -3.2476 -6.1588 -0.5598
H -1.9941 -5.0252 -2.4153
H 0.3477 -6.3670 -2.7187
H 0.3065 -8.3678 -0.8853
H -2.0572 -8.1296 0.4301
N -4.1683 -3.1336 -1.8168
C -4.3431 -1.7871 -1.6401
C -5.0464 -1.3058 -2.7163
C -5.3113 -2.4038 -3.5724
C -4.7602 -3.5188 -2.9909
H -3.6813 -3.7448 -1.1827
H -3.9513 -1.2889 -0.7660
H -5.3390 -0.2778 -2.8703
H -5.8464 -2.3806 -4.5099
H -4.7369 -4.5498 -3.3105
N 4.4246 -2.3905 -8.0604
C 5.1518 -1.8118 -9.0649
C 6.3260 -2.5126 -9.1968
C 6.3037 -3.5565 -8.2398
C 5.1171 -3.4580 -7.5550
H 3.5187 -2.0795 -7.7421
H 4.7729 -0.9527 -9.5971
H 7.1128 -2.2981 -9.9046
H 7.0703 -4.2983 -8.0709
H 4.7075 -4.0536 -6.7530
N 0.9068 2.0443 8.4215
C 1.4573 2.7651 9.4482
C 1.5266 1.9477 10.5489
C 1.0041 0.6852 10.1722
C 0.6321 0.7728 8.8539
H 0.7321 2.3934 7.4957
H 1.7497 3.7944 9.3072
H 1.9118 2.2267 11.5181
H 0.9113 -0.1906 10.7968
H 0.1958 0.0435 8.1880
N 2.4403 8.0631 2.9458
C 1.7828 8.5319 4.0523
C 0.7774 9.3650 3.6262
C 0.8262 9.3961 2.2101
C 1.8599 8.5814 1.8184
H 3.2270 7.4351 2.9590
H 2.0873 8.2343 5.0441
H 0.0832 9.8928 4.2629
H 0.1766 9.9525 1.5508
H 2.2330 8.3273 0.8377
```

Properties
Charge = +1
HOMO energy = -9.253 eV
Max |F| = 4.66 eV/Å
E_tot = -66403.3467 eV

***

This record from the OMol25 dataset describes a structure of composition C39H54GaN2O2P2 at a distorted geometry. The level of theory is ωB97M-V/def2-TZVPD.

Structure (XYZ):
```
100
Properties=species:S:1:pos:R:3
Ga -0.1194 1.8114 -1.9572
C 1.5363 -0.5123 2.0487
C 0.2566 -0.2865 2.6238
C 0.1200 -2.1594 1.2889
C 1.4627 -1.6846 1.2483
C -0.6164 -1.3152 2.1560
C 2.7734 0.2754 2.2742
H 2.5853 1.1260 2.9359
H 3.1854 0.6600 1.3288
H 3.5625 -0.3388 2.7349
C 2.5809 -2.3408 0.5544
H 3.5159 -1.7944 0.7032
H 2.3887 -2.4170 -0.5278
H 2.7213 -3.3745 0.9139
C -0.3793 -3.3722 0.6071
H -0.1910 -4.2783 1.2059
H 0.1259 -3.5048 -0.3564
H -1.4581 -3.3115 0.4225
C -2.0281 -1.5236 2.5539
H -2.1524 -2.4330 3.1642
H -2.6800 -1.6454 1.6745
H -2.4052 -0.6794 3.1417
C -0.0875 0.7545 3.6208
H 0.0129 0.3757 4.6523
H -1.1230 1.1038 3.5089
H 0.5704 1.6287 3.5360
C 0.4935 5.7514 -2.1349
C 1.1559 5.4099 -0.8953
C 0.7860 6.2244 0.3843
C -0.7068 6.3452 0.7536
C -1.5536 5.2146 0.3103
C -2.3798 5.3604 -0.7559
C -2.1170 6.2232 -1.9642
C -0.6551 6.6959 -2.2056
H 1.1903 7.2327 0.2148
H -1.0989 7.2683 0.2753
H 1.3628 5.8709 1.2480
H -0.4631 7.5599 -1.5485
H 0.9418 5.4236 -3.0957
H 2.2895 5.3923 -0.8138
H -0.5773 7.1325 -3.2332
H -2.4612 5.6982 -2.8743
H -3.3286 4.8067 -0.7612
H -2.7688 7.1237 -1.9045
H -0.8186 6.5412 1.8447
H -1.6469 4.3548 0.9888
P 1.1942 3.7072 -1.1264
P -2.5011 1.4437 -1.0838
C -1.1151 3.4013 -2.4519
C -2.4960 2.8241 -2.3815
H -0.7800 3.9581 -3.3323
H -0.9945 4.1414 -1.6632
H -3.2433 3.5562 -2.1016
H -2.6523 2.4474 -3.3917
C -3.7070 0.2322 -1.6446
H -3.7970 -0.5586 -0.8764
H -3.3664 -0.2276 -2.5878
H -4.6918 0.7128 -1.7941
C -2.8036 1.9012 0.6484
H -3.5592 2.7014 0.7561
H -1.8622 2.2190 1.1385
H -3.1608 0.9962 1.1848
C 2.4819 3.5095 -2.4077
H 3.2103 2.8305 -1.9329
H 2.9793 4.4756 -2.6077
H 2.1451 3.1236 -3.3977
C 1.0855 3.2067 0.5731
H 0.5441 2.2503 0.7592
H 0.5887 4.0093 1.1626
H 2.1568 3.1813 0.8223
O -0.6913 0.9528 -3.8620
C -0.3878 -0.2722 -3.7277
N -0.5498 -1.2299 -4.6888
C -0.1446 -2.5280 -4.1975
C 0.5369 -2.0867 -2.8607
O 1.2580 -2.7947 -2.1511
N 0.2024 -0.7709 -2.6161
C -1.3479 -3.3813 -3.7944
C -1.1026 -4.5441 -3.0618
C -2.1643 -5.3404 -2.6227
C -3.4753 -4.9594 -2.9286
C -3.7195 -3.8166 -3.6998
C -2.6476 -3.0321 -4.1466
C 0.7896 -3.2451 -5.1610
C 0.4585 -4.4662 -5.7595
C 1.3625 -5.1134 -6.5982
C 2.5985 -4.5309 -6.8851
C 2.9169 -3.2875 -6.3217
C 2.0137 -2.6416 -5.4638
H -0.9916 -1.0150 -5.5758
H -0.0637 -4.8295 -2.8303
H -1.9532 -6.2270 -2.0286
H -4.3101 -5.5436 -2.5383
H -4.7339 -3.5072 -3.9421
H -2.8433 -2.1391 -4.7700
H -0.4971 -4.9605 -5.5398
H 1.1039 -6.0982 -7.0058
H 3.3206 -5.0522 -7.5160
H 3.8825 -2.8230 -6.5168
H 2.2859 -1.6951 -5.0032
```

Properties
Charge = +1
HOMO energy (alpha / beta) = -8.844 / -8.945 eV
Max |F| = 4.66 eV/Å
E_tot = -119335.1498 eV
Energy above the lowest of the compared OMol25 structures with the same formula, charge and spin = 13.77 kcal/mol